# 1
This record from OMol25 describes the ion CH2ClN2O2 with charge -1 in a non-equilibrium geometry. The level of theory is the ωB97M-V functional and the def2-TZVPD basis.

Cartesian coordinates (Å):
N: -0.4055 -0.5430 0.7206
H: 0.4052 -1.5016 -1.2378
C: 0.6680 -0.5663 -0.7664
O: -0.7740 1.5672 0.1141
N: -0.9438 0.5941 0.8742
Cl: 2.3284 -0.5713 -0.2748
H: 0.4166 0.3398 -1.2978
O: -1.6949 0.6811 1.8680

Computed properties:
Net charge ... -1


# 2
This record from OMol25 describes a structure of composition C5H10N in a non-equilibrium geometry. The level of theory is the ωB97M-V functional and the def2-TZVPD basis.

Cartesian coordinates (Å):
H: -0.2492 1.4957 1.2923
C: 1.1772 -1.3355 -0.1467
H: 0.7480 -2.1371 0.4501
C: -2.2384 0.1436 0.0812
C: -1.1551 -0.5816 -0.1340
H: 0.2379 1.9588 -1.2036
C: 0.9162 1.3471 -0.5769
H: 1.3771 0.8822 1.5407
H: 1.1310 -1.8447 -1.0753
H: -2.4157 1.3029 0.4016
H: 2.1251 -0.8286 0.0256
H: -3.2464 -0.4070 0.0272
H: 1.8687 0.8628 -0.9186
C: 0.5558 0.9229 0.8351
H: -1.0251 -1.5314 -0.6759
N: 0.1930 -0.2503 0.0773

Computed properties:
Net charge ... +1


# 3
This record from OMol25 describes an isolated molecule of C7H11FN2O in a non-equilibrium geometry. The level of theory is the ωB97M-V functional and the def2-TZVPD basis.

Cartesian coordinates (Å):
O: 3.2258 0.8484 0.1375
F: 0.3643 2.0483 -0.1554
N: -0.1177 -0.2873 -0.1701
C: 0.7265 0.7320 -0.0287
H: 0.2581 -2.3410 -0.2925
H: -2.1911 0.2292 -1.9690
C: -1.5152 -0.1490 0.0611
C: -1.6739 0.4221 1.4299
C: 2.0868 0.1794 -0.0235
H: -1.9742 -1.1164 0.0737
H: -3.3115 0.8184 -0.7332
C: 4.3869 0.1044 0.5808
H: -1.6046 1.4144 1.4829
H: -1.9559 1.6698 -0.9578
C: 0.6678 -1.4449 -0.3570
H: 4.8628 0.9378 1.2641
H: -0.8993 0.0572 2.0614
N: 1.9342 -1.1288 -0.2191
C: -2.3043 0.6559 -0.9607
H: -2.6750 0.1853 1.6701
H: 4.9866 -0.2625 -0.2352
H: 4.0945 -0.7139 1.2189


# 4
This record from OMol25 describes a cluster of 2 separate species, C7H14BrN2Si in total in a non-equilibrium geometry. The level of theory is the ωB97M-V functional and the def2-TZVPD basis.

Cartesian coordinates (Å):
H: 0.0867 2.7453 2.7329
H: -0.4135 2.6337 -1.6323
C: -0.6833 -0.5726 1.7816
C: 0.5074 1.9366 -1.5939
N: 0.4531 0.8235 0.5521
H: -1.0842 1.7099 3.4860
Br: -0.2283 -4.3385 -2.6423
N: 0.6253 -0.3902 -0.0072
H: 0.1554 -3.0160 1.5115
C: -0.2908 0.8140 1.6851
H: 0.6650 -2.9457 -0.1749
C: -0.7029 2.0780 2.4984
C: -0.0472 -1.2286 0.7606
H: -1.1646 -3.0571 0.2265
H: -1.4221 2.5694 1.8365
H: 1.2711 2.8437 0.2701
H: 1.2034 2.3354 -2.4228
H: 0.1438 0.9275 -1.8634
C: -0.1538 -2.7512 0.5464
H: -1.3923 -1.0363 2.4108
Si: -0.1690 -2.2969 -3.1720
H: -1.4910 -1.8388 -3.5441
C: 1.1035 1.9123 -0.1909
H: 0.8903 -1.4573 -2.6688
H: 2.1379 1.6000 -0.3859

Computed properties:
Net charge ... +1


# 5
This record from OMol25 describes a cluster of 2 separate species, C13H20BrCl3O4P in total in a non-equilibrium geometry. The level of theory is the ωB97M-V functional and the def2-TZVPD basis.

Cartesian coordinates (Å):
H: -3.3718 2.2104 -1.5747
C: 2.9400 0.5389 -1.6526
H: 3.8376 0.3114 -1.0490
C: 0.1639 -2.7872 1.1729
O: -1.1283 -2.3957 1.6681
H: 1.3145 -4.5861 0.9654
C: 0.2828 -4.3097 1.1942
O: 1.9987 -0.4804 -1.5660
H: -0.2107 -2.3068 -0.9239
P: 1.0565 -0.3636 -0.0477
O: 1.6422 1.4023 0.0610
H: 1.3050 4.3855 1.4494
C: 0.5609 -2.1727 -0.1606
Br: 0.9937 2.6108 -2.4161
H: 0.8493 -2.3926 1.9351
H: 1.4498 -2.6996 -0.5240
C: -2.8394 1.2059 0.2478
H: 0.0153 -4.7078 2.1755
H: 2.2704 -0.7368 0.6644
H: -2.7678 2.1197 0.8257
C: -2.9134 -1.1272 -1.2333
C: 1.8877 5.2985 1.4696
C: -2.5656 -1.1879 0.1112
H: -2.0651 -3.2756 0.0221
H: 0.3717 -0.1269 1.1946
H: -3.0728 -2.8209 1.3933
C: -2.5389 -0.0071 0.8488
C: -2.2201 -2.5013 0.7831
O: 3.2412 2.7822 -0.7756
H: 2.7872 3.6252 -0.8792
H: -3.4510 0.1202 -2.8947
H: -0.3578 -4.7792 0.4400
C: -3.2168 0.0866 -1.8370
H: -2.9040 -2.0440 -1.8155
Cl: 1.0704 6.4530 2.5337
Cl: 3.4927 4.9136 2.0769
Cl: 1.9650 5.9209 -0.1797
H: 3.2504 0.7327 -2.6828
H: -0.0513 0.1265 -0.8021
H: -2.2203 -0.0519 1.8842
C: -3.1777 1.2587 -1.0973
C: 2.3259 1.7581 -1.0049

Computed properties:
Net charge ... -1


# 6
This record from OMol25 describes an isolated molecule of C3H6FNOS in a non-equilibrium geometry. The level of theory is the ωB97M-V functional and the def2-TZVPD basis.

Cartesian coordinates (Å):
O: -2.6553 -3.4428 -1.5360
N: -0.4774 -0.6453 -0.2376
C: -0.7927 0.0812 0.9962
H: 0.7279 -0.8515 -1.7638
C: 0.6374 -0.1694 -0.9378
C: -1.8079 -2.7980 -1.0068
H: -1.3437 0.9861 0.8557
H: 0.1275 0.3866 1.4078
H: 0.5009 0.7730 -1.3814
H: 1.5354 -0.0142 -0.2178
S: -1.7706 -1.0484 -1.3033
F: -0.7709 -3.2433 -0.3211
H: -1.3173 -0.4379 1.6449


# 7
This record from OMol25 describes a structure of composition C46H60N3O3Sb2SeSi3Ta in a non-equilibrium geometry. The level of theory is the ωB97M-V functional and the def2-TZVPD basis.

Cartesian coordinates (Å):
H: -2.0888 4.0714 -4.4251
H: -1.0859 -2.5169 0.0316
H: 4.8620 -0.8226 4.3549
O: 0.8630 0.6726 1.2821
C: -1.6885 1.8617 -8.4898
N: 0.1868 -3.6021 1.3236
Si: 3.0988 -2.5577 5.1011
C: 4.0437 -3.9267 5.9429
H: -5.2905 -3.1965 4.1512
H: 3.8861 -4.5709 0.5475
H: 6.5348 -2.9153 2.0691
C: -5.0139 6.8587 0.8851
C: 0.4178 8.3342 -0.9906
H: -4.5450 -1.6728 5.7416
C: -4.6720 7.2730 2.1718
C: 0.9640 -0.5291 -5.4403
H: -4.5281 -2.0657 -7.2715
C: -2.7154 -0.2821 -5.0217
C: 0.5025 1.5820 -7.5575
C: 1.8162 8.0906 -0.8795
C: 4.2622 -0.8484 1.7939
H: 4.1422 -6.3632 3.6870
C: 0.2141 -5.6623 -0.6382
H: -4.0172 -2.9936 3.1828
C: 0.1087 1.0206 -9.8930
H: 3.8179 0.0090 5.3705
C: -3.1188 -0.8248 -6.2131
H: -1.9235 1.3943 -10.6234
H: -3.3517 -3.0287 5.4408
H: -4.6274 5.5313 -0.6909
C: -2.2635 4.7039 -2.3593
H: 5.0152 -3.6187 6.3701
H: 1.5813 4.9128 0.3635
H: 3.2474 -7.1535 2.3941
C: -3.6014 6.6648 2.8129
C: -4.4699 -1.4383 -3.8786
C: -4.9062 -1.9782 -5.0826
H: 1.2257 1.8793 -6.7413
Sb: -1.3866 1.4140 -5.1718
H: -0.5158 4.3192 -3.7037
H: -3.3858 6.8706 3.8564
C: 0.9941 -4.7316 1.4906
H: 3.3201 6.7822 -0.2734
Sb: -1.4927 4.3842 -0.2913
H: 4.3260 -5.7709 2.0437
H: -2.4853 -0.7410 -7.1112
H: -0.8813 -4.1888 -1.8146
C: -1.5252 3.8832 -3.4604
H: -4.9369 -1.5869 -2.9228
H: 2.5475 8.9211 -1.1335
C: -3.3639 -0.5901 -3.8048
H: 2.0439 1.1079 -9.0636
H: 4.2343 -4.6849 5.1644
H: -2.6483 2.3355 -8.4283
H: -1.5720 7.6795 -0.6502
H: 0.9407 -2.8663 6.5103
H: -3.0922 -0.1679 4.2045
C: -4.2864 5.8485 0.2606
C: 4.0187 -3.5010 0.4627
C: 4.2192 -0.9989 5.2131
Si: 4.0492 -2.6261 2.0809
C: -0.4205 -4.4120 -0.8393
C: -1.1998 1.4596 -9.7718
Ta: 0.6846 -2.1304 2.6122
C: -1.6215 -1.4237 3.8067
H: 0.1109 -6.1288 4.0032
H: 1.4969 -6.6592 0.7937
H: 4.9456 -1.2029 6.0332
C: 0.8794 -0.4214 1.7232
H: -2.2455 5.7825 -2.6946
H: -3.2479 4.2598 -2.2241
H: 0.8752 -5.0621 5.1309
C: -1.4198 2.3866 -3.2128
H: -2.2818 1.9670 -2.6514
C: -0.0835 6.1286 -0.1605
H: -0.5225 2.0420 -2.6801
H: -2.8289 -0.3801 -2.8229
C: -3.0853 5.4259 0.8222
Si: 2.0506 -4.9386 3.0607
H: -5.9376 -2.3751 -5.1410
H: -5.8316 7.2865 0.3441
C: -0.4676 -3.4045 0.1007
H: -5.2610 8.0616 2.7065
C: 2.5730 -3.1291 3.3101
Se: 2.1410 -1.4722 -6.3786
O: -0.3860 -1.5765 4.3470
N: 0.1954 0.1449 -4.7981
N: -4.6392 -2.4777 3.8214
C: -3.8377 -2.0916 5.0020
H: 1.3730 -1.1595 6.0719
H: 0.4059 -6.3420 -1.4936
C: -4.2028 -1.7094 -6.3061
C: 2.2459 6.8883 -0.3340
H: 1.5592 -6.6616 4.8252
C: 1.3335 5.8947 -0.0103
C: -0.8661 1.7993 -7.3610
H: -2.2665 -0.7134 5.6325
H: 0.3957 0.4864 -10.7878
C: 1.0553 -5.7850 4.3697
H: 5.9157 -2.6977 3.7451
C: -2.7290 -1.0371 4.6881
H: 3.3146 -3.0917 -0.2969
H: -1.8700 5.5259 2.5365
C: 5.7405 -3.2464 2.7917
H: 5.0171 -3.3601 -0.0377
C: -2.7347 5.8339 2.0799
C: 3.5445 -6.1257 2.7833
C: 0.9366 -5.7633 0.5917
H: 0.0683 9.3047 -1.3572
O: -1.7109 -1.4406 2.5497
H: 5.3107 -0.5638 1.5521
C: 0.9929 1.2537 -8.8381
C: -0.5065 7.4177 -0.6117
H: 5.8133 -4.3367 2.9141
H: 3.4091 -4.4910 6.7197
H: 3.9387 -0.1765 2.5936
H: 3.7073 -0.5515 0.8949
C: 1.7696 -2.1667 6.3491
H: 2.4001 -2.0280 7.2234

Computed properties:
Net charge ... +2


# 8
This record from OMol25 describes a structure of composition C30H44BrCdN3P2 in a non-equilibrium geometry. The level of theory is the ωB97M-V functional and the def2-TZVPD basis.

Cartesian coordinates (Å):
H: 5.2438 -0.6917 -1.5622
C: -2.8932 0.8591 3.6931
H: -2.9524 0.3909 -1.8866
C: -3.5827 2.1393 -3.0120
H: -3.7879 3.2066 -2.8673
C: 0.0220 -4.4305 0.2177
H: -1.4037 -7.7198 0.6266
C: -0.1634 -9.3337 -0.1248
C: 1.8624 -8.7828 -1.0967
H: -0.6093 4.2791 -0.7376
Cd: -0.7462 1.6015 1.0233
C: 3.5814 2.5803 1.4224
C: 0.4591 -7.0051 -0.2593
C: -0.0788 1.3041 -2.2050
H: -1.0489 5.4808 -2.9019
H: -1.0991 0.7930 -4.0796
H: 2.3354 2.5090 -1.0307
C: -0.4710 -7.9890 0.1317
H: 0.3807 -0.1211 -3.7362
H: -1.9268 0.4589 4.0108
P: 4.4586 1.8962 -0.0212
H: 2.8773 1.8355 1.8139
C: -3.0415 1.4794 -1.7474
H: -1.1069 -0.5073 -2.8597
H: -6.2562 0.9895 5.9118
H: -2.2352 -3.1443 -0.0989
H: -4.1755 2.3718 1.0608
C: 5.3931 -0.6629 -0.4782
H: -2.9019 2.0327 -3.8663
C: 0.7107 -0.9906 1.3139
C: 3.3277 2.2495 -1.4268
H: 0.5360 0.7682 -1.4589
N: 0.9708 -9.6940 -0.7185
H: 1.5178 -0.3724 1.7191
N: -2.9565 1.4125 2.4617
H: -3.7297 1.6336 -0.8987
H: 4.2808 -0.0986 1.3051
H: -6.2341 2.2688 2.4514
C: -5.2915 1.8907 2.8454
C: 4.2563 0.0835 0.2214
H: 5.4551 -1.6936 -0.1154
C: -0.5162 0.3179 -3.2796
C: -5.2169 1.3538 4.1482
H: -2.5999 -0.7022 0.4291
H: 0.0371 4.1145 -3.1585
H: 3.4089 3.4004 -3.2772
H: -0.8671 -10.1144 0.1679
N: -6.3021 1.3514 4.9753
C: -0.9860 4.3875 -2.8778
C: -1.4352 -2.5225 0.2963
H: 2.3999 -6.6832 -1.1996
H: 2.7799 -9.1197 -1.5809
H: 2.9800 3.4204 1.0543
C: -4.1437 1.9180 2.0573
C: 1.6522 -7.4119 -0.8882
C: 0.9040 -2.3412 1.0213
C: -0.5232 -0.4763 1.0347
H: -3.8868 0.3184 5.5325
C: 0.2118 -5.6103 -0.0131
H: 6.3593 -0.1794 -0.2926
C: 4.5506 3.0401 2.5111
C: -3.9861 0.7944 4.5612
C: -1.6313 -1.1702 0.5847
C: -0.1745 -3.0794 0.5157
H: 0.5659 2.0894 -2.6254
H: -4.5282 1.6584 -3.2886
H: -1.6646 4.0048 -3.6487
H: 5.3983 3.5814 2.0760
C: 3.8902 3.3807 -2.2919
H: 3.2732 -0.2260 -0.1594
H: 3.7343 4.3571 -1.8187
H: -2.3246 4.3082 -1.1588
H: 4.9697 3.2627 -2.4477
C: -1.3454 3.9131 -1.4741
H: 4.9478 2.1876 3.0745
H: 3.2298 1.3250 -2.0134
H: 1.8634 -2.8311 1.1689
H: 4.0368 3.7076 3.2134
Br: 0.5578 3.1232 2.5760
P: -1.4155 2.1085 -1.2429
H: -7.1800 1.7659 4.6985

Computed properties:
Net charge ... +2


# 9
This record from OMol25 describes the ion C5H8NO5P with charge -2 in a non-equilibrium geometry. The level of theory is the ωB97M-V functional and the def2-TZVPD basis.

Cartesian coordinates (Å):
C: 1.2453 -2.0989 -0.4014
H: 0.4441 0.2798 1.9505
C: -2.1758 0.0155 0.0417
O: 3.6859 -0.0727 1.2975
H: -2.4245 1.0696 -1.8091
H: 2.0703 -2.2932 -0.9139
O: -0.4639 1.7007 0.0715
O: 2.2232 1.5890 0.0131
C: -2.9864 1.0030 -0.8044
C: -0.0657 -0.3103 1.0637
H: -2.9272 2.1225 -0.2508
H: 0.3382 -2.6603 -0.3895
N: -0.9943 0.5246 0.3808
P: 2.8907 0.0893 0.0624
O: 3.5579 -0.2161 -1.2231
C: 1.3732 -0.9284 0.1818
H: -0.5213 -1.2475 1.4688
H: -4.0134 0.7763 -0.9857
H: 1.3083 1.7822 -0.1766
O: -2.5645 -1.1250 0.4227

Computed properties:
Net charge ... -2


# 10
This record from OMol25 describes a cluster of 3 separate species, C3H10O2S2 in total in a non-equilibrium geometry. The level of theory is the ωB97M-V functional and the def2-TZVPD basis.

Cartesian coordinates (Å):
H: 3.3464 1.0755 1.9243
H: 0.7516 -1.7736 0.8271
S: -2.7099 -2.0512 -2.1442
H: 0.6158 1.0429 -0.3271
C: 0.9940 0.2864 0.3030
H: 0.4382 -1.4653 -0.8504
H: 0.1293 1.4768 1.8686
H: 0.6690 -0.1158 2.4030
O: -2.3157 1.1359 -2.7047
C: 0.9176 0.7372 1.7788
H: -2.6800 1.1103 -3.5963
O: -1.0819 -0.9183 0.4722
H: -2.1708 0.2030 -2.4954
S: 2.2928 1.6834 2.4923
C: 0.3092 -1.0374 0.1491
H: -1.5468 -1.5112 -0.1316
H: 2.0413 0.1214 0.0313


# 11
This record from OMol25 describes a cluster of 7 separate species, C24H45Br2N5OS in total in a non-equilibrium geometry. The level of theory is the ωB97M-V functional and the def2-TZVPD basis.

Cartesian coordinates (Å):
C: -10.2464 12.4265 4.9049
H: -19.9710 6.0751 6.1501
O: -15.6364 14.9998 9.8365
H: -16.7655 9.7228 11.2546
N: -20.9004 10.5732 8.7901
C: -18.1158 15.3177 8.7917
H: -14.7564 11.2833 11.1912
C: -12.8360 10.9115 4.2659
H: -15.8266 8.5342 12.1029
C: -11.4666 10.2501 4.1395
H: -17.9591 6.4710 7.6832
H: -10.5581 11.8354 2.9056
H: -23.4746 11.2483 11.2058
H: -20.8658 12.5329 12.1730
C: -7.0061 11.1624 11.8801
H: -6.9326 13.1893 10.8379
N: -7.7293 8.0256 13.1716
H: -13.7052 10.2828 4.4591
C: -14.7021 10.2233 11.4390
H: -17.0574 15.2601 12.4075
N: -15.4986 5.3629 5.1905
H: -20.7799 9.8201 11.7587
H: -18.4281 5.2190 4.0488
C: -17.5722 15.0549 11.4689
H: -10.1711 15.7688 16.8785
H: -11.1423 9.6994 5.0225
C: -11.3333 16.3457 15.1100
C: -16.6566 5.5388 5.1219
H: -17.7862 15.6589 7.8103
C: -10.3720 11.3322 3.8544
H: -19.1237 15.6340 9.0603
S: -16.8610 15.9129 9.9742
H: -12.2887 15.2653 13.3778
C: -21.2208 10.2276 9.7957
C: -15.9391 9.6084 11.9560
H: -18.1912 6.8432 4.8382
Br: -16.3870 10.4524 13.6853
C: -21.8633 12.4989 11.7350
H: -22.1215 9.0088 11.0426
H: -17.7580 4.8087 7.7089
C: -21.6514 9.9887 11.1260
H: -5.9168 11.1440 11.8472
H: -11.3438 9.4189 3.4451
N: -11.4290 12.9339 16.0528
H: -13.1261 11.7582 3.6438
H: -12.2403 16.4735 15.7009
H: -13.8559 10.2240 12.1261
H: -8.8618 10.8081 13.0352
H: -7.1203 13.2345 12.5421
C: -10.4020 15.3898 15.8829
H: -12.0430 17.0086 13.3804
H: -22.7238 11.0136 12.8015
H: -18.5480 15.5273 11.5817
Br: -14.1250 9.5170 9.7263
H: -7.1947 10.6802 10.9209
C: -7.4235 12.6695 11.6606
H: -10.6912 15.9270 13.1291
H: -7.4517 10.9508 13.9373
H: -22.5092 13.2581 12.1761
C: -11.6125 16.0585 13.6966
H: -9.4265 15.1997 15.4353
H: -10.8184 17.3058 15.0759
H: -8.4698 12.8612 11.4226
C: -7.8028 10.5552 12.9842
C: -22.5303 11.1155 11.7337
H: -12.8651 11.5282 5.1642
C: -7.7405 9.1406 13.0545
C: -10.9714 14.0260 16.0019
C: -19.0500 5.4939 6.1049
H: -17.4548 13.9771 11.5815
H: -19.3042 5.4707 8.2409
C: -18.1024 5.7613 4.9364
H: -9.3453 10.9666 3.8388
H: -18.0652 14.2325 8.7023
H: -19.4134 4.4697 6.0197
H: -21.6086 12.7832 10.7140
C: -18.5198 5.5567 7.4890
N: -10.1917 13.3527 5.7235


# 12
This record from OMol25 describes the ion C5H11NOS with charge -1 in a non-equilibrium geometry. The level of theory is the ωB97M-V functional and the def2-TZVPD basis.

Cartesian coordinates (Å):
H: 1.6382 -0.3642 0.8590
H: 0.4818 1.3581 1.7795
N: 0.7005 -1.2754 -1.3557
C: 0.5630 -0.5933 0.9379
H: -1.9889 -0.4252 3.0527
H: 0.3955 -1.6395 1.2047
C: 0.3189 -1.1425 -2.7551
H: 0.2937 0.0916 3.0030
C: 0.4122 1.1440 -0.8964
H: -0.1565 -0.2086 -3.0110
H: -0.3844 -1.9314 -3.0731
O: 1.4841 1.4256 -1.5487
S: -1.8064 0.3927 2.0088
C: 0.0380 0.3924 1.9881
H: -0.9699 -0.4837 -0.5687
H: 1.7013 -1.1706 -1.3363
C: 0.0820 -0.2721 -0.4846
H: 1.1975 -1.3441 -3.3726
H: -0.3209 1.8953 -0.5482

Computed properties:
Multiplicity ... 2
Net charge ... -1


Record order is preserved below.
E_tot: -759.3890, -250.8716, -557.8682, -3247.7973, -5104.2863, -745.9139, -5985.5755, -4757.6114, -967.6305, -1066.9837, -6836.5013, -725.2350 Eh